{
  "formula": "C18H37N9O2SSiSn",
  "method": "wB97M-V/def2-TZVPD",
  "homo_energy_ev": -13.675,
  "mol_weight_g_mol": 590.419,
  "charge": 2,
  "e_above_lowest_kcal_mol": 0.00,
  "e_lumo_ev": -5.19,
  "total_energy_ev": -61302.74273,
  "homo_lumo_gap_ev": 8.5,
  "elements": ["Sn", "C", "N", "C", "C", "N", "C", "C", "N", "C", "C", "N", "C", "N", "C", "C", "C", "N", "C", "H", "H", "H", "H", "H", "H", "H", "H", "H", "H", "H", "H", "H", "H", "H", "H", "H", "H", "H", "H", "H", "H", "H", "H", "N", "C", "N", "S", "H", "H", "H", "H", "O", "N", "O", "C", "Si", "C", "C", "C", "C", "H", "H", "H", "H", "H", "H", "H", "H", "H"],
  "xyz": [[0.681994, -0.405563, -0.523281], [2.181476, -3.037570, -2.158959], [2.464601, -3.534459, -0.832702], [2.847965, -4.925120, -0.604318], [3.338603, -4.911596, 0.850501], [3.076878, -3.538749, 1.287930], [2.902508, -3.264223, 2.704268], [2.608168, -2.794543, 0.273784], [2.333405, -1.490323, 0.307972], [3.033451, -0.599468, 1.235230], [3.359151, 0.688872, 0.503511], [2.097769, 1.257101, -0.011921], [1.999460, 2.568389, -0.135283], [2.870971, 3.521209, 0.248175], [4.305604, 3.456237, 0.514653], [2.307869, 4.857865, 0.059732], [0.829701, 4.575459, -0.155395], [0.883000, 3.198523, -0.645101], [-0.291398, 2.456163, -1.000956], [2.716072, -3.646705, -2.886731], [2.539049, -2.010341, -2.256270], [1.115703, -3.081009, -2.396274], [3.639986, -5.205094, -1.299585], [2.000694, -5.594917, -0.760494], [4.399092, -5.149395, 0.937485], [2.779728, -5.605436, 1.479366], [2.406517, -4.118720, 3.166458], [2.269021, -2.395239, 2.847659], [3.859998, -3.107863, 3.201994], [3.932395, -1.060217, 1.643210], [2.389613, -0.326803, 2.078847], [4.071471, 0.516865, -0.306541], [3.817405, 1.340935, 1.242999], [4.814667, 2.779664, -0.167325], [4.521070, 3.185534, 1.546997], [4.704666, 4.453654, 0.343626], [2.765616, 5.344088, -0.805886], [2.492725, 5.466621, 0.943990], [0.396087, 5.244955, -0.894702], [0.252541, 4.650220, 0.770869], [-0.798681, 4.034535, -2.208983], [-1.486087, 2.441524, 0.535339], [0.014220, 1.645906, -1.667722], [-2.181372, -0.026793, 3.477519], [-1.904524, -0.756281, 2.405083], [-2.897626, -1.301290, 1.715904], [-0.262771, -1.019943, 1.968452], [-3.120077, 0.085698, 3.828417], [-1.421410, 0.345979, 4.021597], [-3.864155, -1.202999, 1.987371], [-2.689504, -1.848953, 0.897695], [-1.834227, 2.490790, -2.752115], [-1.252429, 3.287214, -1.691586], [-0.891955, 1.822578, 0.091096], [-5.856515, 0.793626, 0.044438], [-5.216542, 0.087263, -1.561830], [-4.948488, -1.770730, -1.407456], [-6.336628, 0.483245, -2.990807], [-3.579423, 0.895731, -1.886846], [-2.784410, 1.714226, -2.286928], [-6.868858, 0.440870, 0.242635], [-5.887981, 1.882043, 0.003147], [-5.228003, 0.505694, 0.888632], [-5.644261, -2.319337, -2.040676], [-5.109233, -2.112485, -0.383962], [-3.939674, -2.046395, -1.714170], [-7.340041, 0.099883, -2.800476], [-5.973623, 0.030746, -3.913178], [-6.411017, 1.558654, -3.148121]],
  "forces_ev_per_a": [[-0.62, -0.32, -0.11], [0.04, 0.07, -0.11], [-0.05, 0.00, 0.02], [0.00, -0.11, -0.01], [0.02, -0.09, 0.00], [0.03, 0.06, 0.00], [0.02, 0.00, 0.05], [-0.08, 0.08, 0.02], [0.23, 0.02, 0.10], [-0.03, 0.02, 0.12], [-0.03, -0.11, 0.37], [0.27, 0.12, -0.19], [-0.15, 0.02, 0.16], [0.04, 0.00, 0.13], [0.11, 0.04, -0.07], [-0.06, 0.11, 0.05], [0.00, 0.14, -0.10], [-0.03, -0.12, -0.09], [0.10, -0.01, -0.24], [0.00, 0.00, 0.01], [-0.02, -0.05, 0.00], [0.03, 0.01, 0.01], [-0.03, 0.01, 0.00], [0.03, 0.02, 0.01], [-0.03, 0.00, -0.01], [0.02, 0.02, -0.02], [0.01, 0.02, 0.01], [-0.02, 0.01, 0.01], [-0.01, 0.00, -0.01], [0.10, 0.04, -0.13], [0.07, -0.08, 0.05], [-0.03, -0.07, 0.00], [-0.07, -0.04, -0.10], [-0.01, 0.02, 0.03], [0.02, 0.06, -0.01], [0.01, -0.01, -0.02], [-0.01, -0.04, 0.00], [-0.01, 0.01, -0.05], [-0.02, 0.02, 0.04], [0.04, -0.03, 0.01], [0.00, -0.12, -0.10], [-0.11, -0.02, -0.06], [0.03, 0.16, -0.14], [0.00, 0.02, 0.07], [-0.15, 0.08, -0.35], [0.07, 0.05, -0.01], [0.32, -0.15, 0.17], [0.00, -0.03, 0.02], [-0.01, -0.01, -0.02], [0.00, 0.03, -0.04], [-0.03, 0.00, 0.02], [-0.06, 0.01, 0.25], [0.01, 0.19, 0.08], [0.03, -0.10, 0.23], [-0.03, 0.01, -0.07], [0.12, -0.13, -0.09], [0.01, 0.16, 0.05], [0.02, 0.02, 0.09], [-0.28, 0.18, -0.10], [0.22, -0.08, -0.02], [-0.05, -0.04, 0.03], [0.00, 0.05, 0.02], [0.05, 0.02, 0.05], [-0.04, -0.04, -0.01], [-0.01, -0.07, 0.06], [0.05, -0.03, -0.04], [-0.04, -0.03, -0.01], [0.03, -0.02, -0.03], [0.00, 0.04, 0.00]]
}